{"formula": "C36H65BN11S3Sr", "method": "wB97M-V/def2-TZVPD", "elements": ["Sr", "C", "C", "C", "C", "N", "N", "B", "N", "N", "C", "C", "C", "C", "C", "C", "C", "C", "N", "N", "C", "C", "C", "C", "C", "C", "C", "C", "C", "C", "C", "C", "H", "H", "H", "H", "H", "H", "H", "H", "H", "H", "H", "H", "H", "H", "H", "H", "H", "H", "H", "H", "H", "H", "H", "H", "H", "H", "H", "H", "H", "H", "H", "H", "H", "H", "H", "H", "H", "H", "H", "H", "C", "C", "S", "C", "C", "S", "H", "H", "H", "H", "H", "H", "C", "C", "C", "N", "N", "C", "N", "S", "H", "H", "H", "H", "H", "H", "H", "C", "C", "C", "C", "N", "N", "H", "H", "H", "H", "H", "H", "H", "H", "H", "H", "H", "H"], "coordinates": [[0.3476, 0.5365, 0.0772], [5.0014, -1.9702, 2.5365], [4.3678, -1.1724, 1.4423], [5.0192, -0.3941, 0.5143], [4.0090, 0.1278, -0.3095], [2.8230, -0.3205, 0.0836], [3.0420, -1.1105, 1.1804], [1.9524, -1.8014, 2.0473], [1.0688, -2.7746, 1.2542], [0.1392, -2.3731, 0.3457], [-0.5225, -3.4662, -0.0188], [-0.0069, -4.5939, 0.6467], [1.0017, -4.1089, 1.4468], [1.8873, -4.8670, 2.3807], [-1.7454, -3.4481, -0.9036], [-1.8224, -2.1644, -1.7092], [-2.9860, -3.5655, -0.0048], [-1.7057, -4.6399, -1.8666], [1.0487, -0.8449, 2.8896], [-0.1302, -0.3353, 2.4390], [-0.7078, 0.2862, 3.4544], [0.0969, 0.1869, 4.5977], [1.2061, -0.5285, 4.1940], [2.4095, -0.8749, 5.0049], [-2.0467, 0.9715, 3.2821], [-2.5930, 1.3726, 4.6545], [-1.9031, 2.2343, 2.4247], [-3.0350, 0.0114, 2.6122], [4.2411, 1.1069, -1.4361], [3.0340, 1.2558, -2.3497], [4.5882, 2.4750, -0.8309], [5.4215, 0.6121, -2.2849], [6.0843, -1.9073, 2.4308], [4.7144, -3.0210, 2.4949], [4.7352, -1.5962, 3.5249], [6.0816, -0.2276, 0.4519], [2.5660, -2.4407, 2.8459], [-0.3266, -5.6202, 0.5703], [1.6205, -5.9231, 2.3505], [1.7848, -4.5154, 3.4080], [2.9390, -4.7734, 2.1043], [-1.8789, -1.2959, -1.0549], [-2.7348, -2.1499, -2.3102], [-0.9632, -2.0746, -2.3703], [-3.0549, -2.7034, 0.6623], [-2.9472, -4.4709, 0.6053], [-3.8918, -3.5949, -0.6181], [-0.8162, -4.5972, -2.4983], [-2.5865, -4.6257, -2.5138], [-1.6971, -5.5902, -1.3281], [-0.0819, 0.5944, 5.5782], [2.2242, -0.6300, 6.0501], [3.2739, -0.2946, 4.6749], [2.6646, -1.9322, 4.9341], [-1.9469, 2.1118, 5.1324], [-2.6735, 0.5061, 5.3150], [-3.5862, 1.8142, 4.5445], [-1.0935, 2.8744, 2.7762], [-2.8459, 2.7931, 2.4323], [-1.6840, 2.0085, 1.3767], [-3.1878, -0.8830, 3.2222], [-2.6757, -0.3112, 1.6325], [-3.9990, 0.5093, 2.4711], [2.1665, 1.7142, -1.8691], [2.7495, 0.2881, -2.7718], [3.2949, 1.9160, -3.1820], [3.7739, 2.8257, -0.1938], [4.7580, 3.2000, -1.6330], [5.4963, 2.4110, -0.2263], [5.2269, -0.3859, -2.6851], [6.3429, 0.5697, -1.7011], [5.5878, 1.2942, -3.1225], [0.0610, 5.8055, -0.6930], [0.4229, 4.4125, -0.2063], [-0.1584, 3.1044, -1.2571], [1.1409, 4.2125, 0.9147], [1.6238, 5.3773, 1.7477], [1.6391, 2.6562, 1.5681], [-0.5867, 5.7376, -1.5654], [0.9443, 6.3826, -0.9882], [-0.4655, 6.3905, 0.0687], [1.3885, 6.3514, 1.3155], [2.7062, 5.3110, 1.8826], [1.1878, 5.3285, 2.7501], [-6.5031, -0.9624, 1.6411], [-6.3447, -0.8007, 0.1306], [-5.3098, 0.2112, -0.2436], [-4.2001, -0.0901, -0.8122], [-3.3539, 0.9671, -1.0281], [-3.8738, 2.1032, -0.6293], [-3.2950, 3.3059, -0.7836], [-5.4645, 1.9202, 0.0751], [-7.2509, -1.7235, 1.8699], [-6.8201, -0.0298, 2.1122], [-5.5590, -1.2612, 2.0972], [-7.3036, -0.5341, -0.3225], [-6.0229, -1.7393, -0.3221], [-2.2757, 3.2979, -1.0118], [-3.6047, 4.0472, -0.1787], [-1.4105, 0.3105, -5.2502], [0.0665, -0.0162, -5.0385], [0.9185, 1.2303, -5.2995], [0.4923, -1.1380, -5.9809], [0.2285, -0.5571, -3.6821], [-0.0962, 0.3331, -2.6267], [-1.5914, 0.5720, -6.2948], [-1.7226, 1.1576, -4.6367], [-2.0286, -0.5513, -4.9901], [0.7276, 1.6128, -6.3050], [1.9832, 1.0011, -5.2166], [0.6891, 2.0363, -4.5981], [0.3999, -0.8226, -7.0219], [-0.1258, -2.0225, -5.8211], [1.5364, -1.4125, -5.8053], [1.1816, -0.8643, -3.5308], [-1.1099, 0.3751, -2.5324], [0.2251, 1.2851, -2.8061]], "nbo_charge": [1.75, -0.64, 0.20, -0.37, 0.20, -0.39, -0.34, 0.54, -0.34, -0.34, 0.17, -0.38, 0.19, -0.64, -0.09, -0.60, -0.59, -0.59, -0.34, -0.42, 0.27, -0.38, 0.20, -0.64, -0.12, -0.60, -0.59, -0.59, -0.09, -0.61, -0.60, -0.59, 0.21, 0.22, 0.22, 0.21, -0.05, 0.21, 0.21, 0.22, 0.22, 0.21, 0.21, 0.23, 0.22, 0.20, 0.20, 0.21, 0.20, 0.20, 0.22, 0.22, 0.23, 0.22, 0.21, 0.20, 0.20, 0.25, 0.19, 0.19, 0.20, 0.22, 0.20, 0.24, 0.19, 0.20, 0.26, 0.19, 0.20, 0.20, 0.20, 0.20, -0.65, -0.20, -0.66, -0.17, -0.64, -0.63, 0.21, 0.20, 0.19, 0.19, 0.21, 0.21, -0.60, -0.44, 0.04, -0.26, -0.40, 0.26, -0.83, 0.27, 0.21, 0.20, 0.22, 0.21, 0.24, 0.44, 0.39, -0.62, 0.10, -0.64, -0.60, -0.48, -0.76, 0.20, 0.22, 0.22, 0.21, 0.21, 0.22, 0.20, 0.22, 0.20, 0.35, 0.38, 0.38], "multiplicity": 1, "charge": -1, "e_lumo_ev": 2.2}